Entry 1:
This record from the Open Molecules 2025 dataset describes a single C3H6O2 molecule. The level of theory is ωB97M-V/def2-TZVPD.

The geometry in ORCA input format:
```
! wB97M-V def2-TZVPD RIJCOSX def2/J DEFGRID3
* xyz 0 1
C 0.586 1.340 -0.052
C 0.456 -0.084 0.392
O 1.394 -0.894 -0.305
C -0.939 -0.639 0.122
O -1.906 0.104 -0.171
H 1.483 1.846 0.345
H 0.683 1.458 -1.161
H -0.377 1.856 0.244
H 0.552 -0.140 1.479
H 2.271 -0.650 0.090
H -1.129 -1.753 0.051
*
```

Values from the calculation:
Strongest force on any atom (eV/Å): 3.92
Kohn-Sham gap (eV): 10.6051
Lowest unoccupied orbital energy (eV): 0.53
ΔE to the lowest compared entry with this formula, charge and spin (kcal/mol): 33.1
SMILES string: C[C@H](O)C=O
Total energy (eV): -7302.2423

Here are the Mulliken charges for atoms 1 to 8, given in e: number 1, C, carries -1.103; number 2, C, carries 0.432; number 3, O, carries -0.541; number 4, C, carries -0.073; number 5, O, carries -0.494; number 6, H, carries 0.350; number 7, H, carries 0.278; number 8, H, carries 0.305



Entry 2:
This record from the Open Molecules 2025 dataset describes 2 unconnected molecules or ions with the total composition C3H6O2. The level of theory is ωB97M-V/def2-TZVPD.

The geometry in ORCA input format:
```
! wB97M-V def2-TZVPD RIJCOSX def2/J DEFGRID3
* xyz 0 1
C -1.289 -0.802 -0.107
C 0.155 -0.523 -0.242
C 0.617 0.883 -0.275
O -0.554 -1.167 -1.223
O 0.912 1.363 1.078
H -1.813 -1.538 0.471
H -1.942 0.111 -0.179
H 1.250 -1.276 0.481
H -0.277 1.446 -0.723
H 1.547 0.901 -0.861
H 1.394 0.601 1.582
*
```

Values from the calculation:
Strongest force on any atom (eV/Å): 5.27
Kohn-Sham gap (eV): 11.3129
Lowest unoccupied orbital energy (eV): 0.90
ΔE to the lowest compared entry with this formula, charge and spin (kcal/mol): 95.4
Total energy (eV): -7299.5425

Here are the Mulliken charges for atoms 1 to 8, given in e: number 1, C, carries -0.497; number 2, C, carries 0.351; number 3, C, carries -0.351; number 4, O, carries -0.364; number 5, O, carries -0.462; number 6, H, carries 0.261; number 7, H, carries 0.133; number 8, H, carries 0.145



Entry 3:
This record from the Open Molecules 2025 dataset describes a single C3H6O2 molecule. The level of theory is ωB97M-V/def2-TZVPD.

The geometry in ORCA input format:
```
! wB97M-V def2-TZVPD RIJCOSX def2/J DEFGRID3
* xyz 0 1
C -1.298 -0.319 -0.343
C -0.238 0.152 0.706
O 0.585 1.006 -0.023
C 1.751 0.352 -0.239
O 2.087 -0.785 0.102
H -2.088 -0.991 -0.081
H -1.783 0.576 -0.827
H -0.908 -0.964 -1.315
H -0.735 0.634 1.705
H 0.315 -0.704 1.246
H 2.312 1.044 -0.930
*
```

Values from the calculation:
Strongest force on any atom (eV/Å): 4.95
Kohn-Sham gap (eV): 11.8255
Lowest unoccupied orbital energy (eV): 0.98
ΔE to the lowest compared entry with this formula, charge and spin (kcal/mol): 41.6
SMILES string: CCOC=O
Total energy (eV): -7301.8734

Here are the Mulliken charges for atoms 1 to 8, given in e: number 1, C, carries -1.000; number 2, C, carries -0.118; number 3, O, carries -0.242; number 4, C, carries 0.187; number 5, O, carries -0.500; number 6, H, carries 0.384; number 7, H, carries 0.253; number 8, H, carries 0.215



Entry 4:
This record from the Open Molecules 2025 dataset describes a single C3H6O2 molecule. The level of theory is ωB97M-V/def2-TZVPD.

The geometry in ORCA input format:
```
! wB97M-V def2-TZVPD RIJCOSX def2/J DEFGRID3
* xyz 0 1
O 1.390 -1.026 0.049
C 0.864 0.063 -0.382
C 0.158 0.881 0.485
C -0.634 -0.015 -0.555
O -0.894 -1.161 0.013
H 0.496 -1.557 0.505
H 1.554 0.405 -1.187
H 0.081 1.936 0.065
H -0.151 0.671 1.632
H -1.262 0.638 -1.316
H -1.602 -0.835 0.692
*
```

Values from the calculation:
Strongest force on any atom (eV/Å): 7.85
Kohn-Sham gap (eV): 9.7107
Lowest unoccupied orbital energy (eV): 0.61
ΔE to the lowest compared entry with this formula, charge and spin (kcal/mol): 107.3
SMILES string: O[C@@H]1C[C@@H]1O
Total energy (eV): -7299.0262

Here are the Mulliken charges for atoms 1 to 8, given in e: number 1, O, carries -0.614; number 2, C, carries 0.072; number 3, C, carries -0.524; number 4, C, carries -0.256; number 5, O, carries -0.539; number 6, H, carries 0.439; number 7, H, carries 0.321; number 8, H, carries 0.229



Entry 5:
This record from the Open Molecules 2025 dataset describes 2 unconnected molecules or ions with the total composition C3H6O2. The level of theory is ωB97M-V/def2-TZVPD.

The geometry in ORCA input format:
```
! wB97M-V def2-TZVPD RIJCOSX def2/J DEFGRID3
* xyz 0 1
C 0.210 -1.620 -0.172
C -0.246 -0.179 -0.047
O -1.379 0.084 -0.388
C 0.653 0.880 0.435
O -0.841 2.404 0.186
H -0.637 -2.258 0.100
H 1.091 -1.896 0.413
H 0.416 -1.784 -1.237
H 0.896 1.722 -0.175
H 1.473 0.541 1.121
H -1.654 2.059 -0.263
*
```

Values from the calculation:
Strongest force on any atom (eV/Å): 1.36
Kohn-Sham gap (spin up / spin down) (eV): 9.0376 / 8.6355
Lowest unoccupied orbital energy (spin up / spin down) (eV): -1.04 / -1.05
ΔE to the lowest compared entry with this formula, charge and spin (kcal/mol): 113.7
Total energy (eV): -7298.7471

Here are the Mulliken charges for atoms 1 to 8, given in e: number 1, C, carries -1.000; number 2, C, carries 0.940; number 3, O, carries -0.577; number 4, C, carries -0.715; number 5, O, carries -0.533; number 6, H, carries 0.282; number 7, H, carries 0.343; number 8, H, carries 0.273



Entry 6:
This record from the Open Molecules 2025 dataset describes 2 unconnected molecules or ions with the total composition C3H6O2. The level of theory is ωB97M-V/def2-TZVPD.

The geometry in ORCA input format:
```
! wB97M-V def2-TZVPD RIJCOSX def2/J DEFGRID3
* xyz 0 1
C -0.800 0.433 0.576
C 0.256 -0.334 0.401
C 1.540 -0.828 0.778
O 0.508 -1.644 0.140
H -0.703 1.464 0.887
H -1.789 0.039 0.383
H 1.637 -1.011 1.845
H 2.458 -0.709 0.215
O -1.108 1.242 -1.864
H -1.707 0.486 -1.849
H -0.292 0.862 -1.511
*
```

Values from the calculation:
Strongest force on any atom (eV/Å): 0.83
Kohn-Sham gap (eV): 10.1079
Lowest unoccupied orbital energy (eV): 0.80
ΔE to the lowest compared entry with this formula, charge and spin (kcal/mol): 74.8
SMILES string: C=C1CO1.O
Total energy (eV): -7300.4350

Here are the Mulliken charges for atoms 1 to 8, given in e: number 1, C, carries -0.891; number 2, C, carries 0.436; number 3, C, carries -0.190; number 4, O, carries -0.412; number 5, H, carries 0.244; number 6, H, carries 0.350; number 7, H, carries 0.208; number 8, H, carries 0.220



> Which of these has the highest total energy?

number 5



> Which value of ΔE to the lowest compared entry with this formula, charge and spin does entry 3 give?

41.6 kcal/mol



> Which of these has the lowest strongest force on any atom?

number 6



> Which formula does entry 2 have?

C3H6O2